Entry from the OMol25 dataset: a structure of composition C17H23BN6O2PdS in a non-equilibrium geometry (ωB97M-V with the def2-TZVPD basis set).

Results
molar mass: 492.7 g/mol
spin multiplicity: 3
E_LUMO (spin up / spin down): -0.20 / -1.42 eV
total charge: 0
⟨S²⟩: 2.03
electronic energy: -1691.46565 Ha
ΔE to the lowest compared entry with this formula, charge and spin: 1.286 eV

Each line ends with the Mulliken charge.
Cartesian coordinates (Å):
Pd: -0.2105 0.9590 -1.2571  -0.244
N: -3.8766 3.2624 -1.9437  -0.450
C: -2.6757 2.7855 -1.5178  0.483
S: -2.5372 1.0177 -1.6478  -0.381
N: -1.6439 3.6661 -1.3806  -1.133
N: -0.4037 3.0892 -1.4371  0.796
C: 0.7191 3.6825 -1.6710  -0.530
C: 1.9612 2.9468 -1.3649  0.620
C: 3.2623 3.5148 -1.3669  -0.939
C: 4.3437 2.6557 -1.1666  -0.178
C: 4.1330 1.3393 -0.8194  -1.034
C: 2.8406 0.8238 -0.8126  -0.272
N: 1.7601 1.6132 -0.9709  0.084
H: -4.6947 2.7785 -1.5133  0.266
H: -3.9549 4.2938 -1.9354  0.259
H: 0.8691 4.7043 -1.9131  0.400
H: 3.4793 4.5569 -1.4025  0.378
H: 5.2980 3.1625 -1.2246  0.386
H: 4.9635 0.6265 -0.6514  0.342
H: 2.6969 -0.2297 -0.7606  0.611
O: -0.8181 -2.0128 -0.7931  -0.407
B: 0.2762 -1.0470 -0.9101  1.101
O: 1.3809 -1.7907 -1.4561  -0.542
C: 0.9051 -3.0039 -1.8494  0.738
C: 1.5313 -4.0811 -2.4125  -0.866
C: 0.9070 -5.3702 -2.3596  -0.485
C: -0.4131 -5.4709 -1.8659  -0.366
C: -1.1417 -4.3503 -1.5218  -1.050
C: -0.4539 -3.1045 -1.4878  0.561
H: 2.5024 -3.9271 -2.9255  0.365
H: 1.4485 -6.2604 -2.7239  0.341
H: -0.9140 -6.4540 -1.7380  0.323
H: -2.1951 -4.4157 -1.3320  0.479
C: -2.4878 0.4518 3.1010  -1.496
C: -1.1022 -0.2518 2.9101  1.236
C: -1.1606 -1.7258 3.2581  -1.549
C: -0.0521 0.4101 3.7307  -1.766
N: -0.6382 -0.1478 1.4602  0.008
N: -0.3649 1.1710 0.9725  -0.308
H: -2.8891 0.1503 4.0939  0.414
H: -3.1825 0.1012 2.3376  0.396
H: -2.5458 1.5713 2.9192  0.299
H: -1.4468 -1.8458 4.3191  0.431
H: -0.1472 -2.1714 3.0920  0.333
H: -1.9060 -2.2696 2.6117  0.312
H: -0.3185 0.4761 4.7980  0.427
H: 0.0786 1.4044 3.3279  0.430
H: 0.9018 -0.1618 3.7177  0.363
H: -1.4447 -0.4856 0.8656  0.361
H: 0.5004 1.5455 1.4000  0.242
H: -1.1396 1.8180 1.2175  0.211

Atoms 1-6, force components in eV/Å:
Pd 1.22 1.28 1.57
N -1.76 0.69 1.18
C 3.64 1.33 -0.76
S 0.51 -0.27 0.46
N -1.99 -1.26 -0.82
N -2.11 -2.26 0.18


Entry from the OMol25 dataset: a structure of composition C17H23BN6O6Ru in a non-equilibrium geometry (ωB97M-V with the def2-TZVPD basis set).

Results
molar mass: 519.3 g/mol
spin multiplicity: 2
E_LUMO (spin up / spin down): -4.66 / -4.45 eV
total charge: +1
⟨S²⟩: 0.77
electronic energy: -1561.13708 Ha
ΔE to the lowest compared entry with this formula, charge and spin: 3.051 eV

Each line ends with the Mulliken charge.
Cartesian coordinates (Å):
Ru: 0.0131 0.2626 0.0176  0.669
C: 3.9742 0.3266 1.8469  -1.341
C: 2.6001 0.4901 1.9802  -0.126
N: 2.0577 0.6939 0.7796  0.176
N: 3.0440 0.6550 -0.1278  -0.076
C: 4.2114 0.4393 0.4864  -0.096
B: 2.7624 0.9425 -1.6086  0.480
N: 2.0307 -0.2652 -2.2202  0.204
C: 2.4676 -1.0571 -3.2065  -0.065
C: 1.4538 -1.9345 -3.5474  -1.320
C: 0.4028 -1.6000 -2.7018  -0.104
N: 0.7698 -0.5986 -1.9000  -0.113
N: 1.8081 2.1385 -1.6597  -0.332
C: 2.0020 3.3476 -2.2070  -0.026
C: 0.8732 4.1149 -1.9836  -1.315
C: 0.0094 3.2821 -1.2743  -0.372
N: 0.5948 2.1044 -1.0937  0.731
H: 4.6867 0.1471 2.6316  0.443
H: 2.0008 0.5135 2.8731  0.592
H: 5.1353 0.3903 -0.0643  0.488
H: 3.7683 1.1647 -2.1997  -0.078
H: 3.4576 -0.9458 -3.6142  0.466
H: 1.4690 -2.7082 -4.2934  0.429
H: -0.5911 -2.0131 -2.6737  0.403
H: 2.9158 3.5941 -2.7197  0.457
H: 0.6943 5.1298 -2.2890  0.419
H: -0.9873 3.4734 -0.9141  0.627
O: -0.3845 -2.3626 3.5882  -0.496
C: -0.1866 -1.3666 2.7508  0.376
O: 0.4603 -1.4612 1.7309  -0.531
C: -0.8457 -0.1008 3.2228  -0.614
O: -0.4473 0.9593 2.3878  -0.199
C: -1.3205 2.0799 2.3878  -0.449
C: -2.3496 1.9535 1.2180  0.448
O: -3.4787 2.3459 1.4087  -0.653
O: -1.8373 1.4481 0.1569  -0.742
H: 0.0519 -3.1718 3.2830  0.432
H: -0.5482 0.0873 4.2585  0.537
H: -1.9295 -0.2598 3.2030  0.499
H: -0.7152 2.9623 2.1757  0.402
H: -1.8566 2.2026 3.3266  0.382
C: -2.8359 -2.6016 -1.2435  -0.450
C: -3.9981 -2.1440 -0.3533  -0.921
C: -3.3267 -1.1582 0.6128  -0.255
O: -1.8959 -1.3660 0.5004  0.288
C: -1.6907 -2.5788 -0.2488  -0.823
H: -2.6665 -1.8693 -2.0363  0.299
H: -2.9990 -3.5830 -1.6836  0.480
H: -4.4105 -2.9940 0.1898  0.312
H: -4.7989 -1.6701 -0.9149  0.366
H: -3.6224 -1.3324 1.6500  0.258
H: -3.5403 -0.1236 0.3533  0.170
H: -1.7620 -3.4346 0.4328  0.269
H: -0.6907 -2.5489 -0.6741  0.393

Atoms 1-6, force components in eV/Å:
Ru 1.70 3.03 0.20
C -0.15 0.02 0.05
C 0.15 0.02 0.16
N -1.73 -0.81 -0.98
N 0.54 -0.01 0.02
C -0.08 0.03 0.17


Entry from the OMol25 dataset: a structure of composition C17H23Cl3MoO in a non-equilibrium geometry (ωB97M-V with the def2-TZVPD basis set).

Results
molar mass: 445.7 g/mol
spin multiplicity: 3
E_LUMO (spin up / spin down): 4.35 / 4.33 eV
total charge: -2
⟨S²⟩: 2.01
electronic energy: -2185.57987 Ha

Each line ends with the Mulliken charge.
Cartesian coordinates (Å):
C: -1.7170 -2.1900 -0.4575  -0.114
C: -0.4954 -2.3579 -1.1556  1.519
C: -0.4179 -1.3474 -2.1576  2.015
C: 0.1389 -3.6734 -1.2219  -2.086
C: -1.5588 -0.4669 -2.0624  -0.115
C: -2.4028 -1.0174 -0.9971  0.860
C: -3.6901 -0.4780 -0.5322  -1.529
C: -2.4490 -3.1323 0.4578  -1.703
C: 0.5505 -1.3190 -3.2496  -2.174
C: -1.9127 0.7689 -2.8275  -1.557
Mo: -0.7207 -0.0688 -0.1237  0.538
Cl: 3.3475 -2.1255 -0.4067  -0.882
Cl: -0.5021 -1.3091 1.9681  -0.464
Cl: 0.8038 1.3730 -1.3415  -0.377
H: 0.3010 -4.1462 -0.2619  0.464
H: 1.1371 -3.5955 -1.6040  0.430
H: -0.4164 -4.3876 -1.8495  0.310
H: 1.5490 -1.6366 -2.9419  0.349
H: 0.6770 -0.3472 -3.7313  0.397
H: 0.1510 -2.0184 -4.0147  0.298
H: -1.0385 1.0219 -3.4639  0.290
H: -2.3120 1.5858 -2.1724  0.221
H: -2.7276 0.4258 -3.4904  0.396
H: -3.6707 0.5049 0.0451  0.127
H: -4.3011 -1.2596 -0.1198  0.549
H: -4.2889 -0.2747 -1.4364  0.381
H: -1.7061 -3.7869 0.9729  0.382
H: -3.0121 -3.7718 -0.2904  0.312
H: -3.1897 -2.6140 1.1283  0.334
O: -1.3343 1.1813 0.9412  -0.669
H: -1.4879 0.7891 1.8525  0.366
C: 0.6138 2.7662 2.2973  -0.940
C: 1.6947 3.4662 2.8158  1.270
C: 2.9625 2.7537 2.9345  -0.625
C: 4.0693 3.4393 3.4770  -0.318
C: 3.9041 4.8134 3.8841  -0.550
C: 2.6727 5.4547 3.7292  -0.316
C: 1.5988 4.8047 3.2115  -0.860
H: -0.3167 3.3051 2.1347  -0.017
H: 0.7357 1.7180 1.9946  -0.046
H: 3.0540 1.6949 2.5966  0.291
H: 5.0468 2.9099 3.5913  0.281
H: 4.8000 5.3041 4.3136  0.239
H: 2.6065 6.4584 4.0382  0.378
H: 0.6601 5.2493 3.0774  0.347

Atoms 1-6, force components in eV/Å:
C -1.81 2.07 -0.60
C -1.62 0.58 -1.41
C -0.86 -0.04 0.52
C 1.29 -0.79 0.24
C -0.71 -0.97 1.25
C 1.26 -1.08 -0.62


Entry from the OMol25 dataset: a structure of composition C17H23Cl5N3Rh (ωB97M-V with the def2-TZVPD basis set).

Results
molar mass: 549.6 g/mol
spin multiplicity: 5
E_LUMO (spin up / spin down): -6.42 / -9.96 eV
total charge: +2
⟨S²⟩: 6.02
electronic energy: -3236.70648 Ha
ΔE to the lowest compared entry with this formula, charge and spin: 0.181 eV

Each line ends with the Mulliken charge.
Cartesian coordinates (Å):
Rh: -0.6835 0.3752 -0.6096  0.283
Cl: -2.5891 -3.0044 -0.5506  -0.054
C: -2.6766 -2.0248 -1.9013  1.020
C: -1.9828 -0.7851 -1.8697  -1.039
C: -2.0740 -0.0251 -2.9856  1.380
Cl: -1.1881 1.4805 -2.9227  -0.083
C: -2.8129 -0.4021 -4.1439  -0.069
Cl: -2.8587 0.5964 -5.4719  -0.041
C: -3.5082 -1.6510 -4.1467  0.441
Cl: -4.3957 -2.1056 -5.5142  -0.090
C: -3.4421 -2.4608 -3.0369  0.010
Cl: -4.2485 -3.9458 -3.0001  -0.083
C: -1.8304 4.2716 2.9546  -1.547
C: -2.6383 2.9713 2.8020  1.981
C: -2.5875 2.1385 4.0944  -1.548
C: -4.0925 3.2747 2.4025  -1.561
C: -2.0251 2.1799 1.7251  -0.606
N: -1.5409 1.5664 0.8857  -0.287
H: -2.2834 4.8605 3.7513  0.402
H: -1.8488 4.8616 2.0384  0.398
H: -0.7947 4.0672 3.2258  0.390
H: -3.0400 2.7244 4.8936  0.404
H: -1.5610 1.9073 4.3787  0.392
H: -3.1474 1.2092 3.9911  0.395
H: -4.5456 3.8644 3.1985  0.400
H: -4.6714 2.3591 2.2820  0.391
H: -4.1395 3.8519 1.4792  0.395
C: 4.5066 -3.1743 -1.0154  -0.981
C: 4.4732 -1.6740 -1.2709  -0.813
N: 3.4620 -0.9645 -0.4628  0.118
C: 3.8475 -0.5899 0.9074  -1.125
C: 3.2715 -1.5043 1.9850  -0.830
C: 2.2390 -0.7214 -0.9156  1.185
C: 1.8791 -1.1446 -2.3097  -1.121
N: 1.3237 -0.0950 -0.2006  -0.467
H: 5.2231 -3.6429 -1.6896  0.391
H: 3.5298 -3.6325 -1.1815  0.269
H: 4.8169 -3.3958 0.0059  0.309
H: 4.3047 -1.4610 -2.3220  0.435
H: 5.4369 -1.2348 -1.0191  0.379
H: 3.5727 0.4535 1.0791  0.560
H: 4.9333 -0.6239 0.9440  0.379
H: 2.1822 -1.5481 1.9541  0.259
H: 3.5699 -1.1400 2.9676  0.377
H: 3.6498 -2.5194 1.8738  0.271
H: 2.4198 -0.5387 -3.0371  0.347
H: 0.8122 -1.0024 -2.4708  0.048
H: 2.1200 -2.1905 -2.4901  0.314
H: 1.6331 0.1893 0.7189  0.022

Atoms 1-6, force components in eV/Å:
Rh 0.28 -0.63 0.13
Cl 0.00 -0.08 0.09
C 0.04 0.11 0.03
C 0.09 -0.09 0.21
C -0.04 -0.01 -0.09
Cl -0.17 0.24 -0.59


Entry from the OMol25 dataset: an isolated molecule of C17H23ClN4O2S in a non-equilibrium geometry (ωB97M-V with the def2-TZVPD basis set).

Results
molar mass: 382.9 g/mol
E_LUMO: 0.54 eV
total charge: 0
electronic energy: -1889.34675 Ha
ΔE to the lowest compared entry with this formula, charge and spin: 2.438 eV
SMILES: CC(C)(C)C(=O)n1nc([C@@H]2CCCCO2)nc1NCc1ccc(Cl)s1

Each line ends with the Mulliken charge.
Cartesian coordinates (Å):
O: 1.4451 1.3593 -1.0319  -0.611
Cl: 4.2510 -6.8903 -1.1028  -0.178
N: -0.5553 -0.9211 1.5499  -0.414
N: -1.2695 1.1386 1.1449  -0.493
O: -2.8210 0.8155 3.8019  -0.506
S: 3.5177 -4.0359 -0.3576  -0.137
C: 0.5072 1.7020 -0.3871  0.227
C: 0.3198 -0.4295 0.8678  0.262
C: -1.4883 0.0637 1.8858  -0.559
C: 3.0989 -5.6447 -0.9343  0.200
C: 1.8556 -5.6150 -1.5522  -0.366
C: 1.2700 -4.2990 -1.5310  -0.526
C: 2.0577 -3.2977 -0.9381  0.050
N: -0.0964 0.8373 0.5303  0.493
N: 1.1023 -1.5519 0.4787  -0.136
C: 1.7147 -1.8631 -0.7617  -0.310
C: 1.0366 3.9545 -1.5097  -1.732
C: -1.2200 2.9216 -1.3969  -1.545
C: -0.1450 3.9347 0.6924  -1.337
C: -3.3589 1.9750 3.2517  0.226
C: -2.5604 -0.2068 2.9078  0.438
C: -4.8005 1.6703 2.7198  -0.838
C: -3.7289 -0.5593 2.1079  -0.899
C: -4.5542 0.5887 1.5721  -0.505
C: 0.0714 3.1233 -0.5895  1.874
H: 1.4084 -6.5730 -2.0110  0.285
H: 0.2504 -4.1445 -1.8609  0.402
H: 1.0080 -2.2995 1.1480  0.336
H: 2.6293 -1.2430 -1.0295  0.296
H: 1.0113 -1.5550 -1.5099  0.287
H: 0.4949 4.6558 -2.0762  0.343
H: 1.7272 4.4349 -0.8330  0.451
H: 1.6309 3.3619 -2.1091  0.461
H: -1.1142 2.2582 -2.2775  0.342
H: -1.5553 3.8697 -1.7599  0.501
H: -1.9674 2.4808 -0.7275  0.227
H: 0.5637 3.5439 1.4477  0.345
H: -1.1323 3.6754 1.0149  0.196
H: -0.1485 5.1042 0.5344  0.340
H: -2.8579 2.5220 2.4693  -0.259
H: -3.2808 2.7453 4.1115  0.339
H: -2.1320 -1.0137 3.4928  0.376
H: -5.3299 1.1594 3.5860  0.270
H: -5.3151 2.5889 2.4914  0.462
H: -3.4798 -1.2998 1.3291  0.426
H: -4.4454 -1.0634 2.7696  0.361
H: -5.5231 0.2861 1.2472  0.426
H: -4.0504 1.0443 0.7081  0.110

Atoms 1-6, force components in eV/Å:
O 1.48 -2.16 -0.60
Cl 0.10 -0.11 0.41
N -6.90 -1.32 7.33
N -0.44 -0.57 1.67
O 1.03 0.36 0.36
S 0.11 -0.41 -0.27